Density functional theory data (ωB97M-V/def2-TZVPD) for a cluster of 2 separate species, C27H29N2O3 in total in a non-equilibrium geometry.

Geometry as ORCA input:
```
! RIJCOSX wB97M-V def2-TZVPD def2/J DEFGRID3
* xyz 1 1
C 2.7991 3.2932 0.1250
O 2.3922 2.0746 0.6948
C 3.2652 1.0022 0.4917
C 2.9784 -0.2024 1.1500
N 1.7765 -0.3138 1.9549
C 0.5351 0.0861 1.6603
N -0.2959 -0.2150 2.6599
C -1.7427 0.0261 2.7073
C 0.4503 -0.8697 3.6642
C 1.7277 -0.9262 3.2301
C 3.8329 -1.3100 1.0316
O 3.4950 -2.4614 1.7479
C 4.3211 -3.5693 1.5023
C 4.9581 -1.1970 0.2132
C 5.2264 -0.0250 -0.4568
C 4.3978 1.0647 -0.3208
H 2.0445 4.0446 0.3594
H 3.7560 3.6020 0.5480
H 2.8727 3.1935 -0.9575
H -2.0395 0.6106 1.8381
H -2.2767 -0.9221 2.6937
H -2.0128 0.5812 3.6043
H 0.0592 -1.2589 4.5898
H 2.5632 -1.3878 3.7249
H 3.9312 -4.4170 2.0656
H 4.3004 -3.8078 0.4384
H 5.3383 -3.3589 1.8361
H 5.6279 -2.0294 0.1076
H 6.0914 0.0368 -1.0980
H 4.6214 1.9669 -0.8592
C -6.3409 -3.4609 0.2570
O -5.0716 -3.9743 -0.0597
C -4.1253 -3.0116 -0.3573
C -2.8677 -3.4615 -0.8003
C -1.8877 -2.5883 -1.1607
C -2.0919 -1.1887 -1.1122
C -1.0484 -0.3577 -1.5640
C -1.0153 1.0393 -1.8250
C 0.2289 1.6242 -2.1269
C 0.3392 2.9661 -2.3901
C -0.7732 3.7976 -2.3532
C -0.6252 5.2551 -2.6058
C -2.0183 3.2298 -2.0971
C -2.1450 1.8816 -1.8569
C -3.3343 -0.7394 -0.5953
C -4.3215 -1.6196 -0.2481
H -7.0171 -4.2956 0.4418
H -6.2764 -2.8528 1.1600
H -6.7203 -2.8770 -0.5835
H -2.7089 -4.5218 -0.8715
H -0.9416 -2.9571 -1.5174
H -0.1207 -0.8695 -1.7619
H 1.1059 0.9981 -2.1366
H 1.2960 3.3928 -2.6368
H -1.5578 5.7825 -2.4002
H 0.1507 5.6789 -1.9654
H -0.3462 5.4390 -3.6447
H -2.8905 3.8616 -2.0977
H -3.1270 1.4605 -1.7604
H -3.4824 0.3052 -0.4006
H -5.2597 -1.2473 0.1238
*
```

LUMO energy = -4.99 eV
HOMO energy = -10.18 eV